(1)
The following is a quantum chemistry calculation of a cluster of 3 separate species, C28H57BIN3O6P in total at a distorted geometry, from the Open Molecules 2025 dataset.

Properties
Expectation value of S²: 3.762
LUMO energy (alpha / beta), eV: 0.47 / 0.34
HOMO level (alpha / beta), Ha: -0.302 / -0.313
2S+1: 4
Orbital gap (alpha / beta), eV: 8.7 / 8.9

Last columns: bonded neighbours and bond lengths (Å).
CARTESIAN COORDINATES (ANGSTROEM)
1 I 6.182 2.949 -2.524  P2 2.474
2 P 3.958 2.892 -1.442  I1 2.474, O7 1.646, C12 1.889
3 O 1.295 -1.333 1.439  N11 1.284
4 O 0.380 4.027 -4.366  B40 1.367, H46 0.958
5 O 0.190 1.272 -4.941  N10 1.278
6 O 2.001 4.164 -6.126  B40 1.383, H86 0.957
7 O 4.052 1.428 -0.695  P2 1.646, H78 0.964
8 O -3.449 0.514 2.635  N9 1.286
9 N -4.461 -0.252 2.430  O8 1.286, C15 1.500, C38 1.497
10 N 0.940 0.683 -4.089  O5 1.278, C24 1.487, C32 1.485
11 N 2.205 -1.147 2.326  O3 1.284, C13 1.497, C16 1.498
12 C 2.823 2.526 -2.907  P2 1.889, C14 1.548, C18 1.543, C29 1.546
13 C 3.392 -2.030 2.095  N11 1.497, C21 1.530, C30 1.523, C31 1.536
14 C 1.457 2.283 -2.221  C12 1.548, C24 1.545, H68 1.084, H82 1.097
15 C -5.750 0.503 2.554  N9 1.500, C20 1.524, C23 1.530, C27 1.542
16 C 1.621 -1.091 3.704  N11 1.498, C22 1.522, C37 1.529, C39 1.542
17 C -4.538 -0.289 -0.039  C36 1.528, C38 1.529, H57 1.095, H72 1.092
18 C 3.347 1.282 -3.657  C12 1.543, C32 1.550, H48 1.088, H87 1.089
19 C 1.025 -0.164 -1.755  C24 1.528, H60 1.088, H62 1.088, H74 1.090
20 C -5.633 1.467 3.728  C15 1.524, H44 1.091, H55 1.087, H81 1.090
21 C 3.090 -3.432 2.629  C13 1.530, C28 1.528, H45 1.095, H52 1.092
22 C 0.316 -0.311 3.628  C16 1.522, H66 1.091, H83 1.090, H96 1.086
23 C -6.008 1.287 1.265  C15 1.530, C36 1.528, H77 1.092, H95 1.094
24 C 0.688 1.018 -2.663  N10 1.487, C14 1.545, C19 1.528, C26 1.533
25 C 2.520 0.736 -5.992  C32 1.528, H42 1.089, H51 1.087, H54 1.083
26 C -0.811 1.302 -2.511  C24 1.533, H79 1.090, H92 1.085, H97 1.088
27 C -6.931 -0.439 2.864  C15 1.542, H49 1.088, H76 1.089, H84 1.090
28 C 2.568 -3.435 4.066  C21 1.528, C37 1.528, H67 1.093, H80 1.091
29 C 2.857 3.818 -3.754  C12 1.546, B40 1.579, H50 1.097, H91 1.089
30 C 3.674 -2.096 0.599  C13 1.523, H59 1.090, H61 1.091, H69 1.088
31 C 4.657 -1.458 2.752  C13 1.536, H43 1.086, H47 1.090, H90 1.091
32 C 2.348 0.451 -4.501  N10 1.485, C18 1.550, C25 1.528, C35 1.543
33 C -2.828 -1.627 1.203  C38 1.523, H71 1.090, H89 1.091, H94 1.088
34 C -5.163 -2.356 1.255  C38 1.537, H41 1.090, H53 1.091, H93 1.086
35 C 2.683 -1.044 -4.324  C32 1.543, H58 1.091, H64 1.087, H70 1.085
36 C -5.881 0.439 0.000  C17 1.528, C23 1.528, H65 1.091, H75 1.093
37 C 1.361 -2.510 4.210  C16 1.529, C28 1.528, H56 1.095, H63 1.092
38 C -4.261 -1.111 1.220  N9 1.497, C17 1.529, C33 1.523, C34 1.537
39 C 2.543 -0.334 4.682  C16 1.542, H73 1.090, H85 1.088, H88 1.089
40 B 1.678 3.983 -4.793  O4 1.367, O6 1.383, C29 1.579
41 H -4.858 -3.038 0.462  C34 1.090
42 H 1.955 0.006 -6.569  C25 1.089
43 H 4.655 -1.517 3.836  C31 1.086
44 H -5.409 0.932 4.651  C20 1.091
45 H 2.344 -3.903 1.982  C21 1.095
46 H -0.253 3.767 -5.036  O4 0.958
47 H 5.523 -2.024 2.409  C31 1.090
48 H 4.136 1.611 -4.330  C18 1.088
49 H -7.413 -0.836 1.973  C27 1.088
50 H 2.848 4.687 -3.085  C29 1.097
51 H 3.573 0.622 -6.235  C25 1.087
52 H 3.998 -4.034 2.553  C21 1.092
53 H -5.059 -2.879 2.206  C34 1.091
54 H 2.166 1.720 -6.273  C25 1.083
55 H -4.859 2.213 3.568  C20 1.087
56 H 0.521 -2.936 3.652  C37 1.095
57 H -3.737 0.446 -0.164  C17 1.095
58 H 3.650 -1.234 -4.792  C35 1.091
59 H 4.580 -2.680 0.437  C30 1.090
60 H 2.090 -0.376 -1.691  C19 1.088
61 H 3.840 -1.098 0.191  C30 1.091
62 H 0.483 -1.058 -2.060  C19 1.088
63 H 1.047 -2.452 5.255  C37 1.092
64 H 1.934 -1.667 -4.807  C35 1.087
65 H -5.968 1.083 -0.877  C36 1.091
66 H 0.481 0.693 3.233  C22 1.091
67 H 3.361 -3.148 4.761  C28 1.093
68 H 0.809 3.142 -2.344  C14 1.084
69 H 2.863 -2.569 0.050  C30 1.088
70 H 2.788 -1.327 -3.282  C35 1.085
71 H -2.710 -2.301 0.355  C33 1.090
72 H -4.493 -0.954 -0.905  C17 1.092
73 H 3.076 0.470 4.175  C39 1.090
74 H 0.681 0.084 -0.751  C19 1.090
75 H -6.705 -0.277 -0.069  C36 1.093
76 H -7.698 0.105 3.414  C27 1.089
77 H -7.002 1.734 1.325  C23 1.092
78 H 3.194 0.989 -0.675  O7 0.964
79 H -1.041 1.326 -1.445  C26 1.090
80 H 2.279 -4.451 4.343  C28 1.091
81 H -6.585 1.985 3.851  C20 1.090
82 H 1.593 2.189 -1.136  C14 1.097
83 H -0.112 -0.215 4.625  C22 1.090
84 H -6.611 -1.275 3.487  C27 1.090
85 H 3.272 -0.975 5.173  C39 1.088
86 H 1.373 3.768 -6.728  O6 0.957
87 H 3.824 0.619 -2.937  C18 1.089
88 H 1.944 0.117 5.471  C39 1.089
89 H -2.594 -2.182 2.113  C33 1.091
90 H 4.801 -0.416 2.464  C31 1.091
91 H 3.800 3.851 -4.297  C29 1.089
92 H -1.076 2.258 -2.948  C26 1.085
93 H -6.216 -2.144 1.095  C34 1.086
94 H -2.095 -0.830 1.094  C33 1.088
95 H -5.293 2.113 1.207  C23 1.094
96 H -0.420 -0.804 3.000  C22 1.086
97 H -1.404 0.508 -2.960  C26 1.088

***

(2)
The following is a quantum chemistry calculation of a cluster of 5 separate species, C28H57F5N2O10S4 in total at a distorted geometry, from the Open Molecules 2025 dataset.

Properties
LUMO energy, eV: 0.51
HOMO level, Ha: -0.294
Orbital gap, eV: 8.5

Last columns: bonded neighbours and bond lengths (Å).
CARTESIAN COORDINATES (ANGSTROEM)
1 S -0.104 6.747 2.482  O17 1.487, C31 1.797, C37 1.797
2 S -1.071 -4.860 -0.045  O18 1.492, C23 1.789, C36 1.797
3 S 1.144 -1.909 -5.734  O13 1.490, C38 1.798, C48 1.795
4 S 0.811 -8.705 3.609  O14 1.488, C24 1.796, C25 1.795
5 F 2.891 4.423 4.472  C49 1.340
6 F 1.324 3.435 3.353  C49 1.354
7 F 3.059 2.306 4.005  C49 1.335
8 F 4.679 3.440 2.389  C42 1.349
9 F 3.423 5.176 2.103  C42 1.357
10 O 1.753 4.332 -3.432  C30 1.432, H58 0.963
11 O -1.269 2.095 -0.940  C27 1.425, C45 1.417
12 O 2.834 -5.175 -1.852  C26 1.175
13 O 1.608 -0.576 -5.256  S3 1.490
14 O 1.203 -7.401 3.011  S4 1.488
15 O 0.046 -1.248 0.417  C35 1.201
16 O -6.477 2.062 2.533  C34 1.421, H84 0.964
17 O -1.411 6.209 2.017  S1 1.487
18 O -1.996 -5.984 -0.373  S2 1.492
19 O 3.447 -4.119 -3.733  C26 1.390, H62 0.966
20 N -4.498 1.612 0.573  C43 1.456, C44 1.454, H102 1.015
21 N 0.175 1.030 0.588  C35 1.379, C45 1.465, H101 1.015
22 C 0.973 1.620 -1.516  C33 1.537, C45 1.541, C46 1.533, H106 1.096
23 C 0.496 -5.597 0.404  S2 1.789, H54 1.087, H73 1.089, H89 1.090
24 C 1.737 -8.857 5.141  S4 1.796, H82 1.090, H97 1.088, H100 1.090
25 C -0.795 -8.449 4.368  S4 1.795, H59 1.088, H63 1.090, H78 1.090
26 C 3.252 -4.201 -2.359  O12 1.175, O19 1.390, C47 1.502
27 C -2.334 2.572 -0.122  O11 1.425, C43 1.529, H65 1.094, H72 1.098
28 C 1.796 3.968 0.150  C32 1.529, C41 1.545, H61 1.089, H87 1.092
29 C -6.800 -0.246 1.797  C34 1.523, H76 1.092, H85 1.092, H103 1.097
30 C 1.907 2.914 -3.555  O10 1.432, C33 1.529, H68 1.095, H77 1.099
31 C -0.020 6.442 4.251  S1 1.797, H86 1.090, H90 1.087, H99 1.090
32 C 0.352 3.474 0.240  C28 1.529, C45 1.537, H52 1.090, H91 1.092
33 C 0.700 2.250 -2.891  C22 1.537, C30 1.529, H56 1.094, H69 1.092
34 C -6.801 1.231 1.428  O16 1.421, C29 1.523, C44 1.534, H70 1.094
35 C 0.303 -0.178 -0.065  O15 1.201, N21 1.379, C46 1.523
36 C -1.505 -4.316 1.612  S2 1.797, H74 1.090, H83 1.088, H94 1.090
37 C -0.299 8.528 2.621  S1 1.797, H57 1.089, H64 1.088, H75 1.090
38 C 0.164 -1.612 -7.211  S3 1.798, H50 1.090, H88 1.088, H105 1.089
39 C 2.222 -0.612 -1.613  C40 1.522, C46 1.533, H53 1.098, H98 1.100
40 C 2.085 -2.107 -1.862  C39 1.522, C47 1.536, H66 1.092, H92 1.097
41 C 2.831 3.152 0.957  C28 1.545, C42 1.526, H80 1.094, H96 1.095
42 C 3.399 3.823 2.204  F8 1.349, F9 1.357, C41 1.526, C49 1.557
43 C -3.613 1.856 -0.557  N20 1.456, C27 1.529, H60 1.099, H95 1.094
44 C -5.904 1.516 0.216  N20 1.454, C34 1.534, H67 1.105, H79 1.095
45 C 0.038 2.109 -0.393  O11 1.417, N21 1.465, C22 1.541, C32 1.537
46 C 0.870 0.092 -1.453  C22 1.533, C35 1.523, C39 1.533, H104 1.096
47 C 3.412 -2.863 -1.695  C26 1.502, C40 1.536, H51 1.093, H55 1.094
48 C 2.535 -2.656 -6.588  S3 1.795, H71 1.086, H81 1.090, H93 1.090
49 C 2.664 3.492 3.536  F5 1.340, F6 1.354, F7 1.335, C42 1.557
50 H -0.103 -2.566 -7.665  C38 1.090
51 H 3.643 -3.007 -0.637  C47 1.093
52 H -0.296 4.230 -0.206  C32 1.090
53 H 2.758 -0.163 -2.459  C39 1.098
54 H 0.938 -6.009 -0.500  C23 1.087
55 H 4.225 -2.302 -2.167  C47 1.094
56 H 0.298 1.490 -3.568  C33 1.094
57 H -1.171 8.741 3.238  C37 1.089
58 H 2.488 4.767 -3.879  O10 0.963
59 H -1.507 -8.282 3.562  C25 1.088
60 H -3.311 0.941 -1.085  C43 1.099
61 H 1.810 5.006 0.479  C28 1.089
62 H 4.390 -4.148 -3.939  O19 0.966
63 H -0.748 -7.573 5.015  C25 1.090
64 H -0.448 8.919 1.617  C37 1.088
65 H -2.430 3.657 -0.222  C27 1.094
66 H 1.345 -2.528 -1.178  C40 1.092
67 H -6.090 0.718 -0.524  C44 1.105
68 H 1.979 2.624 -4.608  C30 1.095
69 H -0.079 3.010 -2.797  C33 1.092
70 H -7.818 1.534 1.163  C34 1.094
71 H 3.290 -2.861 -5.835  C48 1.086
72 H -2.151 2.363 0.940  C27 1.098
73 H 0.335 -6.378 1.145  C23 1.089
74 H -1.505 -5.180 2.276  C36 1.090
75 H 0.604 8.957 3.055  C37 1.090
76 H -7.219 -0.853 0.992  C29 1.092
77 H 2.837 2.600 -3.062  C30 1.099
78 H -1.078 -9.338 4.932  C25 1.090
79 H -6.198 2.465 -0.245  C44 1.095
80 H 3.709 2.929 0.344  C41 1.094
81 H 2.912 -1.952 -7.330  C48 1.090
82 H 1.396 -9.737 5.686  C24 1.090
83 H -2.498 -3.874 1.561  C36 1.088
84 H -5.707 1.699 2.986  O16 0.964
85 H -7.393 -0.409 2.700  C29 1.092
86 H -0.925 6.835 4.714  C31 1.090
87 H 2.104 3.994 -0.898  C28 1.092
88 H -0.738 -1.086 -6.902  C38 1.088
89 H 1.154 -4.825 0.803  C23 1.090
90 H 0.036 5.366 4.398  C31 1.087
91 H 0.058 3.425 1.290  C32 1.092
92 H 1.712 -2.254 -2.882  C40 1.097
93 H 2.216 -3.588 -7.054  C48 1.090
94 H -0.783 -3.569 1.943  C36 1.090
95 H -4.164 2.474 -1.273  C43 1.094
96 H 2.407 2.189 1.260  C41 1.095
97 H 2.785 -8.972 4.873  C24 1.088
98 H 2.818 -0.425 -0.707  C39 1.100
99 H 0.871 6.917 4.660  C31 1.090
100 H 1.599 -7.951 5.732  C24 1.090
101 H -0.513 1.007 1.334  N21 1.015
102 H -4.206 0.768 1.055  N20 1.015
103 H -5.781 -0.607 1.989  C29 1.097
104 H 0.163 -0.289 -2.198  C46 1.096
105 H 0.738 -0.995 -7.902  C38 1.089
106 H 2.008 1.859 -1.246  C22 1.096

***

(3)
The following is a quantum chemistry calculation of a cluster of 8 separate species, C28H57N4O9 in total, from the Open Molecules 2025 dataset.

Properties
Charge: +1
LUMO energy, eV: -2.71
HOMO level, Ha: -0.400
Orbital gap, eV: 8.2

Last columns: bonded neighbours and bond lengths (Å).
CARTESIAN COORDINATES (ANGSTROEM)
1 O 4.082 -0.595 -1.874  C33 1.214
2 O 3.771 0.810 3.018  C18 1.219
3 O -3.384 -0.632 -2.354  C23 1.403, C35 1.423
4 O 3.005 0.287 -5.718  C34 1.209
5 O -9.773 -2.606 -1.375  C27 1.208
6 O 0.744 3.778 4.300  C25 1.217
7 O -0.041 0.627 -2.176  C20 1.426, C22 1.416
8 O 8.066 2.187 5.017  C36 1.209
9 O -5.610 -4.743 -2.323  C16 1.211
10 N -0.292 2.790 0.124  C24 1.334, C37 1.339
11 N 0.623 1.102 1.194  N13 1.347, C24 1.336, H82 1.011
12 N -1.162 3.901 2.110  C37 1.345, H70 1.003, H75 1.009
13 N -0.009 1.877 2.097  N11 1.347, C37 1.346, H49 1.009
14 C 1.829 2.151 -4.819  C34 1.511, H53 1.091, H65 1.092, H94 1.088
15 C 7.005 0.608 6.450  C36 1.511, H52 1.091, H77 1.092, H89 1.088
16 C -6.228 -4.638 -3.360  O9 1.211, C26 1.510, C41 1.505
17 C -9.783 -0.260 -0.984  C27 1.510, H74 1.087, H84 1.092, H87 1.091
18 C 4.544 1.092 2.118  O2 1.219, C32 1.499, C39 1.506
19 C 0.821 0.612 -6.607  C34 1.508, H47 1.091, H51 1.087, H90 1.092
20 C -1.229 0.165 -1.537  O7 1.426, C23 1.522, H76 1.097, H93 1.093
21 C -9.531 -1.981 0.906  C27 1.510, H73 1.092, H83 1.091, H85 1.087
22 C 0.932 1.214 -1.331  O7 1.416, C24 1.497, H57 1.092, H86 1.095
23 C -2.001 -0.621 -2.587  O3 1.403, C20 1.522, H44 1.093, H91 1.089
24 C 0.425 1.671 0.001  N10 1.334, N11 1.336, C22 1.497
25 C 1.352 3.047 5.060  O6 1.217, C38 1.507, C40 1.500
26 C -5.694 -5.213 -4.650  C16 1.510, H45 1.092, H66 1.091, H95 1.087
27 C -9.702 -1.710 -0.569  O5 1.208, C17 1.510, C21 1.510
28 C -3.327 -2.566 -0.788  C35 1.519, H58 1.090, H61 1.091, H69 1.087
29 C 5.074 -2.242 -3.279  C33 1.501, H63 1.091, H68 1.087, H81 1.091
30 C 9.020 2.014 7.189  C36 1.508, H46 1.092, H79 1.086, H80 1.091
31 C 2.542 -2.080 -2.886  C33 1.506, H50 1.091, H54 1.088, H59 1.091
32 C 5.859 1.764 2.370  C18 1.499, H56 1.091, H62 1.092, H98 1.086
33 C 3.924 -1.549 -2.607  O1 1.214, C29 1.501, C31 1.506
34 C 1.992 0.946 -5.717  O4 1.209, C14 1.511, C19 1.508
35 C -3.805 -1.158 -1.100  O3 1.423, C28 1.519, H55 1.088, H92 1.099
36 C 8.033 1.660 6.105  O8 1.209, C15 1.511, C30 1.508
37 C -0.543 2.919 1.432  N10 1.339, N12 1.345, N13 1.346
38 C 0.693 1.849 5.694  C25 1.507, H64 1.091, H72 1.089, H88 1.093
39 C 4.177 0.786 0.690  C18 1.506, H48 1.093, H60 1.087, H78 1.087
40 C 2.792 3.291 5.403  C25 1.500, H43 1.092, H71 1.093, H96 1.086
41 C -7.559 -3.939 -3.435  C16 1.505, H42 1.092, H67 1.085, H97 1.092
42 H -8.320 -4.626 -3.808  C41 1.092
43 H 2.899 3.419 6.482  C40 1.092
44 H -1.603 -1.636 -2.673  C23 1.093
45 H -5.583 -4.421 -5.393  C26 1.092
46 H 8.492 2.381 8.071  C30 1.092
47 H 0.596 1.454 -7.263  C19 1.091
48 H 4.113 1.726 0.137  C39 1.093
49 H -0.018 1.680 3.087  N13 1.009
50 H 2.461 -3.124 -2.580  C31 1.091
51 H 1.047 -0.267 -7.204  C19 1.087
52 H 7.503 -0.322 6.729  C15 1.091
53 H 1.643 3.047 -5.413  C14 1.091
54 H 1.815 -1.481 -2.341  C31 1.088
55 H -4.891 -1.154 -1.160  C35 1.088
56 H 6.676 1.149 1.990  C32 1.091
57 H 1.270 2.134 -1.811  C22 1.092
58 H -2.258 -2.701 -0.951  C28 1.090
59 H 2.334 -2.014 -3.956  C31 1.091
60 H 3.209 0.292 0.671  C39 1.087
61 H -3.517 -2.764 0.268  C28 1.091
62 H 5.900 2.716 1.836  C32 1.092
63 H 4.946 -2.191 -4.361  C29 1.091
64 H 0.731 1.934 6.781  C38 1.091
65 H 0.974 1.995 -4.158  C14 1.092
66 H -6.401 -5.939 -5.056  C26 1.091
67 H -7.860 -3.573 -2.459  C41 1.085
68 H 6.011 -1.767 -2.999  C29 1.087
69 H -3.887 -3.305 -1.355  C28 1.087
70 H -2.102 4.172 1.890  N12 1.003
71 H 3.391 2.423 5.118  C40 1.093
72 H -0.349 1.777 5.384  C38 1.089
73 H -8.616 -1.509 1.270  C21 1.092
74 H -9.906 -0.191 -2.062  C17 1.087
75 H -0.661 4.290 2.895  N12 1.009
76 H -0.970 -0.476 -0.685  C20 1.097
77 H 6.417 0.930 7.311  C15 1.092
78 H 4.910 0.149 0.201  C39 1.087
79 H 9.707 2.775 6.830  C30 1.086
80 H 9.578 1.127 7.492  C30 1.091
81 H 5.095 -3.296 -2.995  C29 1.091
82 H 1.160 0.279 1.430  N11 1.011
83 H -10.363 -1.550 1.465  C21 1.091
84 H -8.876 0.267 -0.682  C17 1.092
85 H -9.486 -3.052 1.081  C21 1.087
86 H 1.831 0.595 -1.242  C22 1.095
87 H -10.623 0.226 -0.486  C17 1.091
88 H 1.238 0.940 5.430  C38 1.093
89 H 6.348 0.431 5.601  C15 1.088
90 H -0.068 0.429 -5.999  C19 1.092
91 H -1.851 -0.127 -3.546  C23 1.089
92 H -3.537 -0.464 -0.291  C35 1.099
93 H -1.846 0.999 -1.193  C20 1.093
94 H 2.734 2.292 -4.232  C14 1.088
95 H -4.735 -5.694 -4.476  C26 1.087
96 H 3.155 4.177 4.890  C40 1.086
97 H -7.500 -3.108 -4.141  C41 1.092
98 H 6.013 1.936 3.432  C32 1.086

***

Number 1 is which compound?
C28H57BIN3O6P